1.
The following is a DFT calculation (the ωB97M-V functional and the def2-TZVPD basis) of an isolated molecule of C3H10O3P2.

XYZ file:
```
18
Properties=species:S:1:pos:R:3:mulliken_charge:R:1
C 0.6409 -2.6507 -0.9005 -0.788
P -0.7504 -1.7215 -0.2310 0.473
O -0.8871 -1.9569 1.2546 -0.676
O -0.4501 -0.1993 -0.5451 -0.237
P 0.4295 1.0919 -0.1192 0.985
C -0.6604 2.4367 -0.6018 -1.030
C 0.4883 0.9892 1.7205 -0.956
O 1.6927 1.2114 -0.8918 -0.721
H 0.9047 -2.2420 -1.8269 0.373
H 1.3823 -2.4910 -0.0307 0.227
H 0.2748 -3.7714 -1.0788 0.333
H -1.9614 -1.8467 -0.9573 0.059
H -0.8560 2.4177 -1.6750 0.315
H -1.7448 2.3925 -0.2270 0.303
H -0.2436 3.3181 -0.2142 0.364
H 1.5298 0.9167 2.0028 0.341
H 0.3202 2.0015 2.3072 0.333
H -0.1093 0.1039 2.0143 0.301
```

Computed properties:
Relative energy (zero: lowest compared OMol25 entry of this formula, charge and spin): 114.4 kJ/mol
SMILES string: C[P@@H](=O)OP(C)(C)=O
2S+1: 1
Gap between HOMO and LUMO: 11.13 eV
Total charge: 0
LUMO level: 0.799 eV

=====

2.
The following is a DFT calculation (the ωB97M-V functional and the def2-TZVPD basis) of a cluster of 3 separate species, C29H52F9IN3O2 in total.

XYZ file:
```
96
Properties=species:S:1:pos:R:3:mulliken_charge:R:1
C -2.1341 -4.0436 3.7020 -1.664
C -2.1276 -2.6607 3.0478 1.456
C -2.5830 -1.6874 4.1365 -1.668
C -0.6740 -2.3099 2.6409 -2.704
C -0.2943 -2.5079 1.1699 3.510
C -0.1451 -3.9731 0.7187 -2.052
C 0.6516 -4.8936 1.6372 -1.066
C 0.3104 -6.3354 1.3280 1.030
F 0.4386 -6.5264 -0.0127 -0.380
F -0.9662 -6.6257 1.6275 -0.398
C 1.2751 -7.3490 2.0197 0.460
F 2.1503 -7.8244 1.1109 -0.318
F 1.9844 -6.7342 2.9757 -0.330
C 0.6116 -8.5915 2.6574 0.589
F 1.5759 -9.2241 3.3656 -0.307
F -0.3486 -8.2340 3.5182 -0.266
C 0.0668 -9.6375 1.6387 0.618
F -0.9251 -10.3187 2.2379 -0.258
F -0.4172 -9.0491 0.5443 -0.214
F 1.0225 -10.4935 1.2893 -0.252
C 1.0446 -1.7615 0.9070 -1.077
C 2.0004 -1.7776 2.0813 -0.005
O 2.6259 -2.7362 2.4951 -0.463
I 2.2445 0.1565 3.0868 -0.058
C -1.3499 -1.8323 0.2556 -2.771
C -2.7784 -1.7010 0.8341 2.220
C -3.0110 -0.2610 1.3237 -2.389
C -3.7751 -1.9624 -0.3052 -1.881
N -3.0405 -2.7006 1.8784 0.704
O -3.2977 -3.8661 1.4224 -0.637
H -1.6402 -4.7900 3.1050 0.013
H -3.1307 -4.3413 3.9891 0.581
H -1.5628 -3.9375 4.6210 0.493
H -3.1189 -0.8284 3.7578 0.327
H -1.7155 -1.3309 4.6770 0.339
H -3.2283 -2.1717 4.8554 0.450
H -0.5261 -1.2530 2.8432 0.568
H -0.0152 -2.8258 3.3236 0.875
H 0.3901 -3.9475 -0.2219 0.518
H -1.1079 -4.4013 0.4829 0.679
H 1.7187 -4.8047 1.4920 0.748
H 0.4571 -4.7332 2.6890 0.316
H 1.5706 -2.1946 0.0650 0.344
H 0.8557 -0.7278 0.6666 0.776
H -1.4170 -2.4229 -0.6481 0.339
H -1.0231 -0.8495 -0.0463 0.483
H -3.8111 -0.2521 2.0509 0.511
H -2.1204 0.2130 1.7144 0.341
H -3.3699 0.3303 0.4969 0.588
H -4.7483 -2.1812 0.1158 0.422
H -3.8542 -1.1074 -0.9599 0.470
H -3.4999 -2.8382 -0.8684 0.389
C 1.9222 5.7440 -0.0162 -1.301
C 2.8877 4.6760 0.4742 -0.371
N 3.2872 3.7298 -0.5504 0.275
C 3.9805 2.5715 -0.0129 -0.369
C 5.3365 2.7810 0.6732 -1.103
C 3.8615 4.3084 -1.7536 -0.496
C 5.1135 5.1844 -1.6016 -1.111
H 1.0283 5.2936 -0.4516 0.179
H 1.6115 6.3658 0.8241 0.469
H 2.3778 6.4021 -0.7573 0.303
H 2.3860 4.1122 1.2652 0.443
H 3.7520 5.1712 0.9440 0.241
H 4.1013 1.8380 -0.8152 0.371
H 3.3055 2.1028 0.7087 0.070
H 6.1360 2.9552 -0.0451 0.261
H 5.6013 1.8835 1.2361 0.431
H 5.3175 3.6120 1.3784 0.274
H 3.0908 4.9039 -2.2505 0.055
H 4.0772 3.5003 -2.4566 0.451
H 5.0373 5.8700 -0.7570 0.246
H 5.2479 5.7900 -2.5003 0.416
H 6.0176 4.5905 -1.4811 0.280
C -2.5587 3.4227 -5.8417 -1.405
C -2.8788 4.3965 -4.7175 -0.340
N -2.1299 4.1387 -3.5023 0.138
C -2.6140 4.8924 -2.3587 -0.700
C -2.5005 6.4223 -2.3915 -0.952
C -0.6863 4.0823 -3.6552 -0.774
C 0.0266 5.3179 -4.2216 -0.944
H -2.7215 2.3928 -5.5222 0.328
H -3.2118 3.6216 -6.6921 0.432
H -1.5305 3.5207 -6.1911 0.286
H -3.9403 4.2962 -4.4768 0.455
H -2.7389 5.4236 -5.0903 0.258
H -2.1088 4.5200 -1.4631 0.337
H -3.6690 4.6330 -2.2240 0.428
H -1.4800 6.7599 -2.2174 0.170
H -3.1186 6.8508 -1.6001 0.410
H -2.8472 6.8408 -3.3365 0.272
H -0.4472 3.2272 -4.2920 0.339
H -0.2428 3.8324 -2.6878 0.390
H -0.4990 5.7517 -5.0731 0.329
H 1.0240 5.0369 -4.5667 0.339
H 0.1585 6.0911 -3.4663 0.190
```

Computed properties:
2S+1: 2
Gap between HOMO and LUMO (spin up / spin down): 8.36 / 8.31 eV
Total charge: 0
LUMO level (spin up / spin down): 0.111 / 0.068 eV
Expectation value of S²: 0.75

=====

3.
The following is a DFT calculation (the ωB97M-V functional and the def2-TZVPD basis) of an isolated molecule of C5H8N2.

XYZ file:
```
15
Properties=species:S:1:pos:R:3:mulliken_charge:R:1
C 0.3562 -0.3097 1.6512 -1.436
C -0.0056 0.0668 0.1967 1.002
C -0.6572 -1.0427 -0.6737 -0.691
C -0.2404 -0.9771 -2.1055 0.253
N 0.1556 -0.8927 -3.1960 -0.418
C -0.3075 1.4809 -0.1365 -0.574
N 0.9135 0.8497 -0.6198 -0.604
H -0.4956 -0.4426 2.3354 0.304
H 0.9346 -1.2402 1.7013 0.369
H 0.9773 0.4610 2.1301 0.357
H -1.7573 -1.0142 -0.6170 0.301
H -0.3382 -2.0084 -0.2726 0.336
H -0.2158 2.2525 0.6284 0.304
H -1.0748 1.6764 -0.8935 0.239
H 1.7554 1.1403 -0.1284 0.257
```

Computed properties:
Relative energy (zero: lowest compared OMol25 entry of this formula, charge and spin): 154.8 kJ/mol
SMILES string: C[C@@]1(CC#N)CN1
2S+1: 1
Gap between HOMO and LUMO: 10.50 eV
Total charge: 0
LUMO level: 0.757 eV